1.
Density functional theory data (ωB97M-V/def2-TZVPD) for a cluster of 11 separate species, C22H66O22 in total in a non-equilibrium geometry.

Last column: Löwdin charge in e.
Geometry (Å):
O (-14.09985, -1.21235, -10.92549)  -0.07
C (-13.87616, 0.01633, -10.26659)  -0.21
C (-12.59999, -0.03595, -9.50246)  -0.27
O (-12.37545, 1.20908, -8.88431)  -0.04
H (-14.85691, -1.61146, -10.49055)  0.12
H (-13.64740, 0.91192, -10.84426)  0.13
H (-14.77722, 0.25408, -9.70119)  0.14
H (-11.75534, -0.32268, -10.12892)  0.11
H (-12.66094, -0.81768, -8.74530)  0.11
H (-12.17471, 1.08140, -7.95426)  0.10
O (-5.20303, -1.01739, -9.44859)  -0.09
C (-4.32421, -0.64862, -10.48864)  -0.23
C (-4.22821, 0.80612, -10.85267)  -0.19
O (-3.55265, 1.63808, -9.83608)  -0.08
H (-5.65813, -1.83075, -9.67865)  0.03
H (-3.32700, -0.99410, -10.21600)  0.12
H (-4.54740, -1.20417, -11.39949)  0.13
H (-5.19826, 1.23707, -11.10042)  0.10
H (-3.59107, 0.92036, -11.72966)  0.12
H (-4.23517, 1.90088, -9.21422)  0.06
O (-10.36183, -1.74470, -8.01374)  -0.10
C (-10.61889, -3.15012, -7.89886)  -0.18
C (-11.74711, -3.27222, -6.83239)  -0.25
O (-11.45444, -3.66710, -5.51236)  -0.05
H (-9.85566, -1.37687, -7.28566)  0.10
H (-10.78314, -3.64372, -8.85671)  0.12
H (-9.65255, -3.52731, -7.56418)  0.10
H (-12.36769, -4.07722, -7.22603)  0.11
H (-12.37658, -2.38673, -6.92061)  0.11
H (-12.27453, -3.59980, -5.01787)  0.09
O (-7.72547, -0.42407, -11.47227)  -0.05
C (-8.04012, 0.21814, -10.30720)  -0.25
C (-9.31899, 1.03157, -10.57442)  -0.26
O (-9.16746, 2.29661, -11.08898)  -0.05
H (-7.92212, 0.12062, -12.23793)  0.09
H (-8.15253, -0.47699, -9.47518)  0.11
H (-7.29270, 0.96205, -10.03140)  0.10
H (-9.90557, 1.14170, -9.66234)  0.11
H (-9.90412, 0.46881, -11.30176)  0.11
H (-8.92366, 2.94938, -10.42863)  0.06
O (-12.85757, 5.02670, -11.09816)  -0.07
C (-12.25578, 4.66454, -9.84751)  -0.21
C (-11.64904, 5.91976, -9.21710)  -0.30
O (-10.40116, 6.20502, -9.62682)  -0.05
H (-12.50334, 4.35823, -11.68916)  0.02
H (-13.01942, 4.26794, -9.17844)  0.11
H (-11.49277, 3.90230, -10.00540)  0.11
H (-11.60692, 5.81670, -8.13280)  0.12
H (-12.25338, 6.79278, -9.46350)  0.12
H (-10.39996, 6.06293, -10.57624)  0.04
O (-3.19672, -1.51606, -5.54509)  -0.08
C (-3.92515, -0.67182, -6.41106)  -0.24
C (-5.46721, -0.68927, -6.16442)  -0.21
O (-6.00384, 0.17132, -7.17486)  -0.09
H (-3.31123, -1.25108, -4.62952)  0.08
H (-3.52694, 0.34024, -6.33856)  0.12
H (-3.54970, -0.95579, -7.39417)  0.11
H (-5.78588, -0.23358, -5.22693)  0.11
H (-5.87642, -1.69756, -6.10121)  0.09
H (-5.71096, -0.12468, -8.03985)  0.01
O (-12.34965, -3.22895, -11.43787)  -0.07
C (-11.64589, -2.94140, -12.60656)  -0.23
C (-12.57125, -2.45097, -13.81379)  -0.17
O (-13.10069, -1.15382, -13.58219)  -0.09
H (-12.89762, -2.46244, -11.25407)  0.02
H (-10.99436, -2.08894, -12.41442)  0.11
H (-11.05647, -3.81774, -12.87619)  0.12
H (-13.46957, -3.06785, -13.83769)  0.12
H (-12.01262, -2.44249, -14.74972)  0.12
H (-13.64294, -1.25235, -12.79616)  0.06
O (-9.99584, 5.60044, -12.34849)  -0.05
C (-8.87923, 6.06371, -13.01345)  -0.23
C (-9.09136, 7.30797, -13.87768)  -0.28
O (-9.47471, 8.40847, -13.17677)  -0.04
H (-10.13057, 4.66304, -12.50574)  0.06
H (-8.03478, 6.26590, -12.35457)  0.09
H (-8.56161, 5.30103, -13.72446)  0.12
H (-9.79970, 7.17789, -14.69587)  0.12
H (-8.14049, 7.54810, -14.35338)  0.12
H (-10.28023, 8.23094, -12.68563)  0.10
O (-7.31847, 3.97662, -9.62538)  -0.06
C (-6.18918, 4.49908, -10.27510)  -0.22
C (-6.19843, 6.01274, -10.57284)  -0.20
O (-7.25323, 6.83899, -9.96635)  -0.07
H (-7.76417, 4.68430, -9.15407)  0.09
H (-5.27695, 4.31966, -9.70612)  0.10
H (-6.04211, 3.89819, -11.17254)  0.12
H (-6.01807, 6.24408, -11.62263)  0.10
H (-5.26738, 6.36809, -10.13128)  0.11
H (-6.94111, 7.73272, -9.80690)  0.09
O (-5.73978, -5.40449, -7.43298)  -0.07
C (-6.56759, -4.30547, -7.86971)  -0.21
C (-6.10977, -4.05712, -9.33617)  -0.19
O (-6.85041, -2.95942, -9.84819)  -0.09
H (-4.92529, -5.07260, -7.04819)  0.08
H (-7.59982, -4.62660, -7.73015)  0.10
H (-6.58979, -3.44795, -7.19721)  0.10
H (-6.32941, -4.92335, -9.96029)  0.13
H (-5.05009, -3.87169, -9.16065)  0.13
H (-7.74215, -3.26057, -10.03716)  0.11
O (-11.74992, 3.77588, -13.14879)  -0.09
C (-11.18384, 3.13287, -14.22896)  -0.22
C (-11.42079, 1.60060, -14.16791)  -0.23
O (-12.59441, 1.20187, -14.83495)  -0.07
H (-12.69636, 3.71034, -13.29560)  0.12
H (-11.43575, 3.47465, -15.23287)  0.13
H (-10.11241, 3.31490, -14.14518)  0.11
H (-11.49110, 1.24893, -13.13860)  0.11
H (-10.57598, 1.14402, -14.68358)  0.11
H (-12.79678, 0.34896, -14.44357)  0.02

- HOMO-LUMO gap: 9.082 eV
- Relative energy (zero: lowest compared OMol25 entry of this formula, charge and spin): 91.0 kcal per mole
- Spin multiplicity: 1
- DFT total energy: -68921.06519 eV
- Strongest force on any atom: 3.35 eV/A
- Net charge: 0
- LUMO: 0.03 eV
- SMILES: OCCO.OCCO.OCCO.OCCO.OCCO.OCCO.OCCO.OCCO.OCCO.OCCO.OCCO

***

2.
Density functional theory data (ωB97M-V/def2-TZVPD) for a cluster of 9 separate species, C22H67N6O7 in total in a non-equilibrium geometry.

Last column: Löwdin charge in e.
Geometry (Å):
N (0.20676, 1.44204, -0.40853)  0.25
H (-0.24091, 0.66412, 0.14456)  0.11
H (-0.46359, 2.26445, -0.36175)  0.10
H (0.40301, 0.95265, -1.46824)  0.20
H (1.11767, 1.70204, -0.11637)  0.03
C (1.77965, 0.90950, -7.19785)  -0.04
C (0.90373, 0.31549, -6.08587)  -0.45
C (0.61246, 1.37463, -4.95462)  -0.16
O (1.90203, 1.46710, -4.33874)  -0.19
C (2.16524, 2.71219, -3.85201)  -0.17
N (-0.37858, -0.08555, -6.64014)  0.00
H (1.28791, 1.78780, -7.69282)  0.10
H (1.81025, 0.25470, -7.97260)  0.03
H (2.75352, 1.24226, -6.87261)  0.08
H (1.29974, -0.55088, -5.79298)  0.07
H (-0.24718, 0.97931, -4.26914)  0.12
H (0.13671, 2.32743, -5.26158)  0.13
H (1.52035, 2.87463, -2.92182)  0.09
H (2.40122, 3.72473, -4.45173)  0.16
H (2.93587, 2.55648, -3.29787)  -0.01
H (-1.02933, -0.44028, -5.90752)  0.07
H (-0.05157, -0.94832, -7.31730)  0.15
C (-1.98559, -3.39386, 0.59024)  0.00
C (-0.82797, -2.72170, 1.24919)  -0.46
C (-0.79702, -3.03172, 2.73992)  -0.17
O (-1.93473, -2.24446, 3.22175)  -0.21
C (-2.21168, -2.68605, 4.59752)  -0.06
N (0.33396, -3.21339, 0.59279)  0.06
H (-2.70994, -3.10347, 1.11122)  0.00
H (-1.92143, -4.43687, 0.59070)  0.09
H (-2.00442, -3.11081, -0.47473)  0.10
H (-0.78314, -1.77908, 1.12006)  0.05
H (0.25061, -2.63872, 3.00046)  0.13
H (-0.69750, -4.09970, 2.99470)  0.14
H (-1.16618, -2.86238, 5.31368)  0.16
H (-2.68602, -3.74170, 4.42537)  0.12
H (-2.85312, -2.18084, 5.09947)  -0.01
H (0.12390, -4.15641, 0.59690)  0.05
H (1.36394, -3.19630, 1.03372)  0.13
C (-2.93447, 0.24223, -1.96421)  -0.02
C (-3.66891, 1.28378, -1.14461)  -0.43
C (-4.50854, 0.79231, -0.04644)  -0.16
O (-5.45018, -0.19085, -0.59272)  -0.20
C (-6.33872, -0.89110, 0.21080)  -0.09
N (-2.86071, 2.44961, -0.80917)  0.06
H (-2.20284, 0.63077, -2.68119)  0.09
H (-3.73614, -0.19926, -2.41677)  0.06
H (-2.72882, -0.49863, -1.42019)  -0.01
H (-4.27848, 1.89785, -1.89662)  0.16
H (-5.17476, 1.56425, 0.55538)  0.17
H (-3.85173, 0.30520, 0.69723)  0.13
H (-6.68069, -0.34953, 0.81108)  -0.05
H (-5.69690, -1.87459, 0.58429)  0.15
H (-7.21838, -1.17440, -0.47330)  0.13
H (-3.15685, 2.61767, 0.06772)  0.02
H (-3.28306, 3.19592, -1.26022)  0.06
C (1.18504, 2.07889, 3.08659)  -0.06
C (0.47831, 0.89144, 3.64897)  -0.43
C (0.00172, 1.18037, 5.02947)  -0.25
O (1.02968, 1.54710, 5.88536)  -0.13
C (0.53013, 1.26929, 7.20592)  -0.09
N (-0.61111, 0.61964, 2.72351)  0.08
H (1.64869, 1.86079, 2.05807)  0.08
H (1.92008, 2.68331, 3.52630)  0.06
H (0.35089, 2.85034, 2.81257)  0.10
H (1.12252, 0.03157, 3.52414)  0.13
H (-0.38662, 0.20150, 5.23901)  0.11
H (-0.76832, 1.83640, 5.09235)  0.11
H (-0.32559, 1.77088, 7.69287)  0.11
H (1.22854, 1.68383, 7.88545)  0.07
H (0.66744, 0.17389, 7.29470)  0.11
H (-1.37319, 1.16549, 2.72004)  0.03
H (-0.97246, -0.32119, 3.01981)  0.08
C (4.55057, -1.34521, -1.15828)  -0.04
C (3.16958, -0.82411, -0.48577)  -0.40
C (3.10788, -1.18255, 0.95461)  -0.23
O (3.10754, -2.52853, 1.23300)  -0.24
C (3.24444, -2.89462, 2.55628)  -0.15
N (3.10208, 0.61392, -0.78828)  0.02
H (4.78177, -2.42299, -0.66273)  0.13
H (5.35042, -0.96715, -0.76457)  -0.02
H (4.70872, -1.31653, -2.35815)  0.14
H (2.38839, -1.20367, -1.17235)  0.12
H (2.21892, -0.80525, 1.36366)  0.09
H (3.99315, -0.75106, 1.52069)  0.16
H (2.87083, -3.99367, 2.57771)  0.11
H (2.71700, -2.29175, 3.23428)  0.02
H (4.52158, -2.83841, 3.23786)  0.20
H (3.15514, 0.48022, -1.89318)  0.13
H (4.02543, 0.98787, -0.64144)  0.07
C (-0.05344, -2.32480, -2.96460)  -0.18
O (0.07738, -1.47575, -1.85982)  -0.22
H (-0.90153, -2.56868, -3.46184)  0.02
H (0.52272, -3.39038, -2.73047)  0.15
H (0.52987, -1.72084, -3.72616)  0.08
H (0.13553, -2.20840, -1.10953)  0.07
C (1.26421, 5.32787, 0.00245)  -0.11
O (0.49409, 4.36741, 0.69866)  -0.17
H (0.78244, 6.12152, -0.58257)  0.09
H (1.65255, 4.51451, -0.69157)  0.10
H (1.88497, 5.70851, 0.60842)  0.01
H (0.32360, 4.67872, 1.63211)  0.10

- HOMO-LUMO gap: 9.388 eV
- Relative energy (zero: lowest compared OMol25 entry of this formula, charge and spin): 55.1 kcal per mole
- Spin multiplicity: 1
- DFT total energy: -47150.26374 eV
- Strongest force on any atom: 14.98 eV/A
- Net charge: +1
- LUMO: -1.78 eV